Entry 1:
Molecular formula: C24H43N2O4
Method: DFT, wB97M-V/def2-TZVPD

Geometry (Å):
O 0.24 7.27 -2.51
O 5.14 -0.72 0.24
O -2.46 6.08 -2.67
O 4.00 -1.00 -0.35
N 1.57 3.42 -0.69
N 0.47 0.15 0.94
C -4.28 -1.95 -0.80
C -1.02 -3.46 1.75
C -3.14 -0.78 -0.71
C -1.00 -2.55 -0.63
C 0.70 1.63 1.12
C 2.23 -1.97 2.18
C 0.72 6.02 -2.03
C -0.52 7.14 -3.72
C 0.64 2.44 -0.34
C 1.74 -6.15 1.71
C -0.27 -2.28 0.85
C 2.97 -0.01 0.04
C -0.62 -4.99 1.32
C 0.03 -3.16 -1.76
C -0.49 -0.72 1.40
C 0.26 -5.82 2.42
C 1.16 -2.35 4.61
C 1.89 -2.97 3.43
C 3.07 -5.99 1.21
C -2.64 6.40 -1.29
C -1.67 -1.20 -1.29
C -2.03 7.21 -3.44
C 1.36 -2.21 0.82
C 1.45 -0.70 0.10
H -3.56 6.98 -1.16
H -4.15 -2.71 -1.68
H -1.83 -1.46 -2.45
H 1.18 -0.70 -1.06
H 0.53 -2.32 -2.44
H -2.73 5.46 -0.74
H 0.08 -2.78 4.83
H 1.56 5.69 -2.64
H 2.25 3.55 0.09
H -1.88 -3.35 -0.55
H -1.64 -5.59 1.19
H 3.37 -2.20 1.89
H 1.73 1.88 1.66
H -0.85 -3.28 2.91
H -0.26 6.21 -4.24
H -3.09 -0.32 0.39
H 2.18 -4.09 3.54
H -0.17 2.09 1.77
H -0.66 -3.78 -2.51
H 4.05 -5.66 0.62
H -0.94 -0.26 -1.31
H -4.18 -2.59 0.21
H -0.06 -5.09 0.29
H -0.07 5.26 -2.03
H -0.22 -6.89 2.61
H 0.81 -3.93 -1.34
H 3.28 0.41 1.11
H 1.62 -1.53 5.31
H -0.23 2.10 -1.06
H -2.20 -3.37 1.61
H 2.23 -0.88 2.60
H 3.01 0.91 -0.69
H -3.52 0.11 -1.40
H 1.98 -3.08 0.29
H -1.34 -0.29 2.10
H 0.36 -5.30 3.47
H -2.29 8.15 -2.93
H -2.56 7.17 -4.39
H 5.06 -0.86 1.24
H -0.24 7.98 -4.36
H -5.40 -1.52 -0.75
H -1.79 6.95 -0.89
H 1.07 6.16 -1.00

## Properties
**E**: -36727.4558 eV
**Gap between HOMO and LUMO**: 6.29 eV
**Charge**: +1
**E_HOMO**: -0.3969 Ha

Atomic charges from the Löwdin analysis, expressed in e, are listed below:
1. O -0.193
2. O -0.056
3. O -0.201
4. O -0.197
5. N 0.095
6. N -0.052
7. C -0.139
8. C -0.131
9. C -0.254
10. C -0.265
11. C -0.091
12. C -0.157
13. C -0.147
14. C -0.190
15. C -0.117
16. C -0.089
17. C -0.220
18. C -0.108
19. C -0.181
20. C -0.090
21. C 0.144
22. C -0.190
23. C -0.026
24. C -0.121
25. C 0.042
26. C -0.115
27. C -0.196
28. C -0.188
29. C -0.130
30. C -0.142
31. H 0.089
32. H 0.089
33. H 0.139
34. H 0.158
35. H 0.100
36. H 0.081
37. H 0.058
38. H 0.081
39. H 0.060
40. H 0.140
41. H 0.134
42. H 0.123
43. H 0.148
44. H 0.097
45. H 0.124
46. H 0.101
47. H 0.096
48. H 0.150
49. H 0.111
50. H 0.065
51. H 0.097
52. H 0.071
53. H 0.103
54. H 0.065
55. H 0.121
56. H 0.075
57. H 0.129
58. H 0.072
59. H 0.130
60. H 0.121
61. H 0.118
62. H 0.137
63. H 0.122
64. H 0.162
65. H 0.179
66. H 0.099
67. H 0.126
68. H 0.124
69. H 0.127
70. H 0.124
71. H 0.100
72. H 0.083
73. H 0.078

Entry 2:
Molecular formula: C24H43N2OP3SY
Method: DFT, wB97M-V/def2-TZVPD

Geometry (Å):
Y -0.13 0.13 0.32
S -1.51 -2.31 4.48
P -2.43 0.48 -1.19
P 2.64 -0.05 0.65
P 0.27 -2.10 -1.41
O -1.07 -1.25 -6.95
N -0.85 -0.72 2.50
N -1.00 -3.04 1.95
C -1.37 2.36 -6.92
C 0.93 -1.78 -3.09
C -1.57 1.02 -6.61
C -0.85 1.51 3.67
C -1.07 -2.01 2.82
C -2.38 0.43 -3.02
C -3.22 2.11 -0.91
C 0.14 2.58 0.38
C -1.54 0.07 6.01
C 3.73 -0.19 -0.81
C 0.54 2.15 -0.88
C -1.02 0.04 -7.43
C -1.01 2.17 4.90
C -0.68 2.72 -8.08
C 3.36 1.42 1.48
C -0.36 0.37 -8.64
C 3.30 -1.38 1.74
C -1.37 -0.58 4.78
C -1.03 0.12 3.62
C -0.19 1.72 -8.94
C -1.35 1.45 6.06
C -3.84 -0.62 -0.81
C -1.17 -3.15 -1.87
C 1.45 -3.41 -0.89
H 1.04 -2.73 -3.63
H 1.19 -3.80 0.10
H -1.81 -0.54 6.87
H 3.65 -1.18 -1.28
H -4.14 2.17 -1.50
H -1.48 1.97 7.01
H 3.45 0.57 -1.56
H -3.57 -1.67 -1.00
H 0.87 2.88 1.14
H -0.86 3.24 4.97
H -1.70 -3.52 -0.97
H -2.13 0.70 -5.73
H -3.34 0.78 -3.43
H -0.12 2.27 -1.75
H -2.54 2.93 -1.20
H -0.59 2.06 2.75
H -0.75 -2.93 0.97
H 2.85 -2.35 1.48
H 3.06 -1.14 2.78
H 0.33 2.00 -9.86
H -4.71 -0.34 -1.42
H -1.59 1.09 -3.39
H -0.81 -4.02 -2.44
H 0.00 -0.42 -9.29
H -3.46 2.23 0.16
H 2.90 1.55 2.47
H -0.67 -1.84 -7.61
H 1.41 -4.23 -1.61
H -1.89 -2.60 -2.48
H 1.60 2.09 -1.15
H 4.44 1.26 1.60
H -2.19 -0.59 -3.39
H 0.24 -1.14 -3.66
H -0.52 3.77 -8.33
H -1.76 3.12 -6.25
H 1.90 -1.28 -3.03
H -1.19 -3.96 2.36
H 4.77 -0.01 -0.51
H 2.48 -3.02 -0.85
H 4.40 -1.44 1.63
H 3.18 2.32 0.88
H -4.10 -0.51 0.26
H -0.86 3.02 0.53

## Properties
**E**: -70334.3617 eV
**Gap between HOMO and LUMO**: 2.66 eV
**Charge**: +3
**E_HOMO**: -0.5099 Ha

Atomic charges from the Löwdin analysis, expressed in e, are listed below:
1. Y 1.130
2. S 1.184
3. P 0.715
4. P 0.717
5. P 0.713
6. O 0.021
7. N -0.069
8. N 0.123
9. C -0.094
10. C -0.228
11. C -0.054
12. C -0.036
13. C -0.661
14. C -0.261
15. C -0.248
16. C -0.122
17. C -0.040
18. C -0.246
19. C -0.127
20. C -0.324
21. C -0.041
22. C -0.087
23. C -0.249
24. C -0.013
25. C -0.238
26. C -0.436
27. C -0.319
28. C -0.065
29. C -0.027
30. C -0.238
31. C -0.250
32. C -0.252
33. H 0.082
34. H 0.044
35. H 0.130
36. H 0.035
37. H 0.077
38. H 0.130
39. H 0.047
40. H 0.035
41. H 0.092
42. H 0.122
43. H 0.046
44. H 0.078
45. H 0.079
46. H 0.081
47. H 0.049
48. H 0.064
49. H 0.042
50. H 0.031
51. H 0.063
52. H 0.118
53. H 0.080
54. H 0.043
55. H 0.077
56. H 0.120
57. H 0.061
58. H 0.060
59. H 0.112
60. H 0.077
61. H 0.036
62. H 0.080
63. H 0.078
64. H 0.037
65. H 0.044
66. H 0.109
67. H 0.099
68. H 0.042
69. H 0.128
70. H 0.077
71. H 0.035
72. H 0.080
73. H 0.048
74. H 0.060
75. H 0.094

Entry 3:
Molecular formula: C24H43N2OP3Ti
Method: DFT, wB97M-V/def2-TZVPD

Geometry (Å):
Ti 0.07 0.32 0.14
P -1.18 -1.11 1.95
P 1.15 0.35 -2.25
P 1.04 1.60 1.74
O -1.03 1.66 -0.31
N 1.14 -1.55 0.07
N 3.01 -2.49 0.75
C 1.05 -2.93 -0.23
C 0.45 -0.69 -3.60
C -2.62 -1.40 -1.54
C 1.31 -5.70 -0.06
C 2.24 -3.52 0.20
C -0.05 -2.03 3.09
C 2.29 2.52 0.82
C -1.33 4.07 -0.20
C 2.91 -0.09 -2.41
C -2.59 4.99 -2.08
C 2.39 -4.90 0.31
C 1.90 0.99 3.20
C -0.03 -3.71 -0.65
C 2.34 -1.34 0.63
C -2.07 -0.12 3.23
C -2.90 -0.12 -1.07
C -2.38 -2.48 1.78
C -2.03 5.11 -0.82
C -2.24 3.87 -2.82
C -1.31 2.85 -0.88
C -1.74 2.75 -2.21
C 1.20 2.01 -3.00
C 0.11 -5.10 -0.53
C -0.20 2.67 2.54
H 0.13 3.71 2.42
H -3.30 -2.15 1.29
H -2.14 6.03 -0.29
H -0.62 -0.45 -3.75
H -2.75 0.58 2.73
H 2.76 3.20 1.54
H -0.92 -3.21 -1.04
H 0.54 -1.76 -3.33
H 3.03 1.82 0.41
H 1.14 0.75 3.97
H -0.80 4.18 0.76
H -1.94 -3.31 1.20
H -2.70 -2.26 -0.86
H 0.77 -1.40 3.45
H 3.47 0.36 -1.58
H -1.86 0.61 -0.80
H 0.36 -2.92 2.60
H -2.62 -2.86 2.78
H -0.72 -5.74 -0.82
H 2.75 -0.39 0.95
H 3.05 -1.18 -2.39
H -1.21 2.58 2.11
H -0.64 -2.36 3.96
H 1.86 3.07 -0.03
H -3.37 0.60 -1.74
H 0.26 2.54 -2.83
H 1.37 -6.79 0.01
H 3.92 -2.64 1.22
H 3.29 0.32 -3.36
H -3.06 0.01 0.02
H 1.99 2.60 -2.52
H -2.64 -0.82 3.86
H -2.37 3.78 -3.89
H 2.52 1.85 3.49
H -1.51 1.79 -2.72
H 2.49 0.11 2.97
H -3.21 5.73 -2.53
H -0.27 2.40 3.60
H -2.28 -1.49 -2.57
H 1.01 -0.48 -4.52
H -1.36 0.44 3.86
H 1.34 1.90 -4.09
H 3.34 -5.27 0.67

## Properties
**E**: -81568.2490 eV
**Expectation value of S²**: 0.7543
**Gap between HOMO and LUMO (alpha / beta)**: 6.01 / 6.05 eV
**Spin multiplicity**: 2
**Charge**: +3
**E_HOMO (alpha / beta)**: -0.6200 / -0.6210 Ha

Atomic charges from the Löwdin analysis, expressed in e, are listed below:
1. Ti 0.508
2. P 0.808
3. P 0.803
4. P 0.731
5. O -0.333
6. N -0.085
7. N 0.174
8. C -0.224
9. C -0.225
10. C 0.192
11. C -0.009
12. C -0.178
13. C -0.220
14. C -0.204
15. C 0.016
16. C -0.237
17. C -0.013
18. C 0.030
19. C -0.211
20. C -0.032
21. C -0.191
22. C -0.234
23. C -0.078
24. C -0.239
25. C -0.019
26. C -0.035
27. C -0.344
28. C -0.086
29. C -0.228
30. C -0.030
31. C -0.210
32. H 0.069
33. H 0.052
34. H 0.122
35. H 0.037
36. H 0.055
37. H 0.082
38. H 0.077
39. H 0.054
40. H 0.053
41. H 0.060
42. H 0.093
43. H 0.040
44. H 0.079
45. H 0.027
46. H 0.041
47. H 0.107
48. H 0.056
49. H 0.075
50. H 0.126
51. H 0.105
52. H 0.061
53. H 0.050
54. H 0.077
55. H 0.056
56. H 0.131
57. H 0.005
58. H 0.134
59. H 0.199
60. H 0.078
61. H 0.091
62. H 0.065
63. H 0.072
64. H 0.127
65. H 0.086
66. H 0.113
67. H 0.043
68. H 0.120
69. H 0.062
70. H 0.093
71. H 0.079
72. H 0.042
73. H 0.079
74. H 0.132